DFT (wB97M-V/def2-TZVPD) results for a cluster of 3 separate species, C34H44B2Cl2F2N2O9S in total at a distorted geometry.

Results
Structure (SMILES)   C=CN1c2c(/C(Cl)=C(\C)Cl)cc(CCCO)c(B(C)O)c2Sc2ccc(CCCCC)c(B(O)N(C)C)c21.O=C1OC[C@@H](F)O1.O=C1OC[C@@H](F)O1
E_HOMO   -8.07 eV
Orbital gap   0.2948 Eh
Multiplicity   1

```
96
Properties=species:S:1:pos:R:3:forces:R:3
C 1.5663 -1.4174 -1.6072 -0.207 -0.473 0.535
C 0.8361 -0.2981 -1.7123 0.256 -0.087 -0.403
N 0.5938 0.6076 -0.6045 -0.730 -0.236 -0.936
C -0.4893 1.5021 -0.9726 -0.215 -0.321 0.811
C -1.7585 1.3019 -0.4336 -0.153 -0.738 0.420
C -2.1035 0.1796 0.4797 0.325 -0.616 0.173
Cl -1.6796 -1.4359 -0.0822 -0.111 0.424 -0.007
C -2.7114 0.3093 1.6640 -0.010 0.129 -0.560
C -3.1096 1.6282 2.2570 0.303 -0.365 1.084
Cl -3.0646 -1.0981 2.6292 -0.088 0.449 -0.067
C -2.7854 2.1559 -0.7695 -0.228 -0.470 0.432
C -2.5924 3.2157 -1.6123 -0.900 1.191 -0.152
C -3.8185 4.0886 -1.8630 0.436 -0.647 -0.870
C -4.7148 3.3820 -2.9411 -0.259 -0.095 1.298
C -6.0018 2.8208 -2.2817 0.477 0.354 -0.412
O -7.1254 2.8704 -3.1439 -0.223 -0.277 0.114
C -1.3547 3.4506 -2.1910 0.213 0.272 -0.390
B -1.1171 4.6832 -3.1776 0.046 0.263 -0.242
C -2.1208 5.1823 -4.2902 0.476 -0.052 0.148
O 0.0341 5.4193 -3.0564 -0.765 -0.127 0.602
C -0.3314 2.5599 -1.8534 1.166 -0.043 -0.114
S 1.2978 2.7310 -2.5710 0.121 0.237 0.010
C 2.3081 2.2955 -1.1696 -1.494 0.007 -1.241
C 3.4978 2.9472 -0.9707 -0.201 0.362 -0.686
C 4.2506 2.6088 0.1146 1.037 0.644 -0.018
C 3.8422 1.6451 1.0083 0.100 -0.002 0.377
C 4.7561 1.3853 2.1953 0.361 0.066 -0.564
C 5.7380 0.1980 2.0172 -0.172 -0.199 0.847
C 5.1554 -1.1406 2.5487 0.215 0.882 0.078
C 6.1265 -1.9851 3.3980 -1.155 -1.152 -0.246
C 5.2906 -2.7184 4.4844 0.065 0.977 -0.645
C 2.6271 1.0059 0.7740 -0.744 -1.363 0.638
B 2.1287 -0.0934 1.8126 0.217 0.028 0.890
O 2.1442 -1.4455 1.5379 0.520 0.245 -0.352
N 1.6749 0.3112 3.1569 -0.615 0.758 -1.192
C 1.5149 1.7770 3.2732 -0.378 -0.200 0.898
C 0.2893 -0.2239 3.2690 0.113 -0.051 -0.375
C 1.8397 1.3066 -0.3382 0.719 0.015 0.913
H 2.3623 -1.6755 -2.3001 -1.101 -0.554 -0.871
H 1.3802 -2.1180 -0.7946 1.085 0.845 0.768
H 0.4047 -0.0013 -2.6736 0.906 0.693 -0.026
H -4.1956 1.7358 2.3290 0.091 0.043 -0.262
H -2.6399 2.4755 1.7647 -0.176 -0.091 -0.179
H -2.7527 1.6331 3.2965 -0.067 0.038 -0.131
H -3.7570 1.9776 -0.3198 -0.003 0.060 -0.153
H -3.5419 5.0746 -2.2309 -0.008 -0.018 0.263
H -4.3514 4.1947 -0.9163 -0.068 0.112 -0.151
H -4.9442 4.0725 -3.7569 -0.124 -0.069 0.110
H -4.1613 2.5201 -3.3226 -0.002 0.283 -0.360
H -5.7807 1.7917 -1.9650 -0.308 0.021 -0.094
H -6.2519 3.3812 -1.3743 -0.037 0.065 -0.181
H -6.8532 3.1119 -4.0324 0.113 -0.053 0.049
H -2.8668 4.4463 -4.5878 0.017 0.176 -0.090
H -1.5310 5.5198 -5.1500 -0.165 -0.145 -0.015
H -2.6080 6.0887 -3.9056 -0.097 -0.159 -0.102
H 0.4234 5.1578 -2.2098 0.599 0.098 -0.338
H 3.7823 3.7095 -1.6881 0.157 0.022 0.203
H 5.1810 3.1470 0.2790 -0.035 -0.136 0.054
H 5.3731 2.2837 2.3152 -0.188 -0.034 -0.007
H 4.1933 1.2818 3.1262 0.078 -0.224 -0.087
H 6.1020 0.1054 0.9904 -0.168 0.120 0.031
H 6.6129 0.4365 2.6351 -0.049 -0.046 -0.133
H 4.3125 -0.8766 3.2036 0.107 0.002 -0.058
H 4.7220 -1.6892 1.7070 0.199 -0.249 0.205
H 6.9234 -1.4021 3.8611 0.022 -0.002 -0.235
H 6.5121 -2.7811 2.7507 0.589 0.332 0.135
H 4.8832 -1.9503 5.1517 0.148 -0.302 0.255
H 4.4189 -3.1419 3.9735 0.179 -0.389 0.244
H 5.8649 -3.4712 5.0226 -0.198 0.013 0.045
H 2.5440 -1.9261 2.2724 -0.478 -0.109 0.114
H 0.8061 2.1631 2.5230 0.333 0.109 -0.065
H 1.0500 1.9874 4.2466 0.150 -0.016 -0.087
H 2.4586 2.3174 3.2626 -0.077 -0.050 -0.291
H 0.2768 -1.3115 3.2385 -0.045 0.079 0.330
H -0.2368 0.1915 4.1322 0.267 -0.302 0.169
H -0.2628 0.1200 2.3847 -0.231 -0.102 0.114
O 1.5019 -3.6259 -4.2565 -0.049 -0.150 -0.025
C 0.3677 -3.8908 -4.0525 0.648 0.189 -0.244
O -0.6663 -3.4776 -4.8294 -0.117 -0.236 0.355
C -1.8498 -4.1081 -4.3345 -0.327 0.222 -0.219
C -1.4662 -4.4104 -2.9066 0.060 -0.308 0.020
F -2.0672 -5.5389 -2.4442 -0.010 -0.017 0.023
O -0.0743 -4.6391 -2.9980 -0.323 0.432 -0.087
H -2.0522 -5.0145 -4.9076 0.053 -0.104 0.163
H -2.7063 -3.4423 -4.4097 0.146 0.143 -0.057
H -1.6573 -3.5924 -2.2075 -0.055 -0.077 0.056
O -1.5555 -6.0393 4.0592 -0.049 -0.037 -0.020
C -1.9176 -5.9899 2.9341 0.128 -0.147 0.277
O -1.1398 -6.2811 1.8589 -0.343 0.143 0.058
C -1.9752 -6.2376 0.6988 0.361 -0.007 -0.302
C -3.0999 -5.3427 1.1550 -0.325 -0.291 -0.006
F -4.2769 -5.6819 0.5708 -0.022 0.081 0.035
O -3.1752 -5.6238 2.5396 0.429 0.235 -0.142
H -2.3192 -7.2452 0.4599 -0.197 0.068 0.040
H -1.4386 -5.8361 -0.1551 0.193 0.001 0.152
H -2.9184 -4.2750 1.0088 -0.133 0.015 -0.048
```
Forces are in eV/Å.


DFT (wB97M-V/def2-TZVPD) results for a structure of composition C34H33BrN2NbO4 at a distorted geometry.

Results
E_HOMO   -4.40 eV
Orbital gap   0.1606 Eh
Total charge   -1
Multiplicity   1

```
75
Properties=species:S:1:pos:R:3:forces:R:3
C -6.1166 4.7856 -3.3688 0.507 0.751 -0.886
C -6.8311 3.7769 -4.4498 0.845 -0.623 0.324
C -7.7265 2.5644 -3.7349 -0.773 0.603 -1.449
N -7.7419 2.6353 -2.2241 -0.359 -2.667 -0.506
Nb -6.3688 1.1597 -1.3554 -0.740 2.814 -3.105
Br -8.2978 0.6074 0.4070 0.491 0.170 -0.196
N -4.9377 1.6591 -2.8745 4.042 -0.154 4.183
C -3.6538 1.7442 -2.4055 -2.360 -0.417 -2.090
C -2.4464 1.6919 -3.5614 -0.411 0.911 0.358
C -3.1663 1.9444 -0.8579 0.997 1.547 -0.690
H -5.1030 4.3276 -2.9696 -2.352 0.820 -0.595
H -6.8130 5.1372 -2.4929 1.361 -1.026 -1.707
H -5.8073 5.7673 -3.9694 -0.596 -1.947 1.214
H -7.4586 4.3969 -5.2242 1.046 -1.214 1.572
H -5.9689 3.2096 -5.0486 -1.795 1.437 1.220
H -8.8274 2.6859 -4.1620 2.086 -0.309 0.939
H -7.3358 1.5331 -4.1552 -0.695 2.071 0.904
H -8.7207 2.4687 -1.8458 1.596 0.540 -0.744
H -5.8298 2.4616 -0.2214 0.190 -0.115 0.948
H -5.2977 -0.1076 -0.5968 -0.083 -0.308 0.092
H -7.1110 -0.1498 -2.4114 -0.132 -0.634 0.328
H -1.6741 0.8662 -3.2593 -1.400 1.561 -0.725
H -1.9026 2.7531 -3.5942 -0.986 -2.274 0.305
H -2.8951 1.5503 -4.6517 0.813 -0.020 2.576
H -2.0085 2.2338 -0.8853 -2.329 -0.888 0.076
H -3.3345 1.0291 -0.1497 0.115 1.839 -1.585
H -3.7072 2.9313 -0.4600 0.958 -2.489 -0.713
C 3.4955 0.7523 3.5693 -1.967 1.010 5.349
C 2.9562 1.4037 2.4603 -4.508 4.210 1.130
C 1.5975 1.2752 2.1675 0.996 0.618 0.004
C 0.7772 0.4827 2.9795 0.504 -0.312 0.609
C 1.3214 -0.1882 4.0740 -0.352 0.344 -0.556
C 2.6817 -0.0439 4.3765 1.129 0.833 -0.398
C 0.4760 -1.0664 4.9083 0.352 -0.631 0.983
O 0.9525 -1.6533 5.8720 -0.102 0.308 -0.458
C -0.9490 -1.2337 4.5595 -0.494 -0.306 0.139
C -1.7484 -2.1082 5.3072 -0.294 -0.040 -0.056
C -3.1003 -2.2622 4.9923 0.397 0.160 -0.030
C -3.6584 -1.5385 3.9390 0.233 0.145 -0.089
C -2.8631 -0.6709 3.1890 -0.125 -0.128 0.091
C -1.5032 -0.5259 3.4941 -0.602 -0.260 0.112
C -0.6624 0.3670 2.6725 -0.869 0.735 -1.179
O -1.1511 1.0000 1.7436 0.519 -0.418 0.665
H 4.5524 0.8597 3.8029 -0.195 -0.051 -0.016
H 3.5931 2.0140 1.8239 -0.277 0.170 0.201
H 1.1824 1.7909 1.3031 -0.008 -0.192 0.252
H 3.1108 -0.5538 5.2373 -0.212 0.050 -0.230
H -1.3212 -2.6746 6.1332 0.054 0.237 -0.232
H -3.7180 -2.9457 5.5709 0.131 0.129 -0.098
H -4.7131 -1.6528 3.6981 0.214 0.065 -0.009
H -3.3047 -0.1128 2.3650 0.208 -0.082 0.149
C 4.1281 -0.3373 1.5769 2.473 -2.447 -2.853
C 3.2644 -1.3994 1.3104 0.324 -0.278 -0.305
C 3.6673 -2.4307 0.4605 -0.213 0.234 0.287
C 4.9341 -2.3940 -0.1348 -0.339 0.270 0.303
C 5.7881 -1.3198 0.1124 -0.224 0.246 0.295
C 5.3886 -0.2946 0.9796 -0.399 -0.342 -0.035
C 7.1069 -1.2458 -0.5489 0.741 1.086 0.316
O 7.8590 -0.3043 -0.3296 -0.355 -0.511 -0.138
C 7.5021 -2.3175 -1.4845 0.458 -0.275 -0.477
C 8.7250 -2.2307 -2.1626 0.110 -0.262 -0.230
C 9.1126 -3.2465 -3.0390 -0.204 0.227 0.281
C 8.2868 -4.3535 -3.2332 -0.296 0.083 0.228
C 7.0655 -4.4399 -2.5633 0.286 0.034 -0.160
C 6.6683 -3.4147 -1.6946 0.484 -0.266 -0.432
C 5.3587 -3.4982 -1.0182 -1.031 -1.122 -0.127
O 4.6303 -4.4684 -1.1919 0.509 0.578 0.075
H 3.8176 0.4618 2.2465 2.929 -4.021 -3.558
H 2.2770 -1.4263 1.7660 0.161 -0.017 -0.114
H 2.9898 -3.2593 0.2611 0.297 0.120 -0.050
H 6.0553 0.5404 1.1880 0.031 -0.205 -0.178
H 9.3770 -1.3713 -2.0142 -0.287 -0.154 0.097
H 10.0601 -3.1746 -3.5685 -0.173 0.005 0.112
H 8.5917 -5.1484 -3.9104 -0.076 0.141 0.130
H 6.4238 -5.3047 -2.7236 0.026 0.302 0.153
```
Forces are in eV/Å.